No. 1
2 unconnected molecules or ions with the total composition C17H19N at a distorted geometry, computed with wB97M-V/def2-TZVPD.

Positions of all 37 atoms, in Å:
C  -4.15  1.10  -2.32
C  -4.78  1.77  -1.10
C  -3.53  -0.24  -2.03
C  -4.02  -1.46  -2.45
C  -2.43  -0.29  -1.16
C  -3.55  -2.67  -1.94
C  -1.94  -1.46  -0.62
C  -2.51  -2.67  -1.03
H  -4.71  1.08  -3.26
H  -3.31  1.74  -2.61
H  -4.19  2.63  -0.80
H  -4.81  -1.51  -3.15
H  -1.94  0.65  -0.93
H  -3.82  -3.56  -2.48
H  -1.09  -1.40  0.02
H  -2.16  -3.57  -0.57
H  -4.72  1.05  -0.28
H  -5.84  2.00  -1.19
C  3.90  2.77  2.51
C  3.24  -0.22  0.42
C  3.43  0.39  1.68
C  3.62  1.80  1.41
C  3.61  1.96  0.06
C  2.78  -1.54  0.38
C  2.62  -2.23  1.56
C  3.11  -1.68  2.76
C  3.55  -0.37  2.85
N  3.44  0.72  -0.55
H  2.40  -1.91  -0.54
H  2.08  -3.16  1.53
H  3.15  0.59  -1.50
H  3.10  -2.29  3.65
H  3.60  2.90  -0.46
H  3.88  0.06  3.78
H  4.30  3.72  2.15
H  4.69  2.36  3.13
H  3.01  2.99  3.09

Its structure (SMILES) is Cc1c[nH]c2ccccc12.CCc1ccccc1. As for the total energy: -713.92780 hartree. Its HOMO energy is -7.94 eV. Its frontier orbital gap is 8.67 eV. The value obtained for the LUMO energy is 0.0269 Eh.

Atom charges from the Mulliken analysis, given in e for atoms 1 to 4: -0.758, -1.046, 0.262, -0.296



No. 2
C4H8O2 in the gas phase at a distorted geometry, computed with wB97M-V/def2-TZVPD.

Positions of all 14 atoms, in Å:
C  -1.31  -1.14  0.29
C  -0.38  0.07  0.54
C  1.15  -0.08  -0.08
O  1.97  1.11  -0.12
C  -0.63  1.21  -0.35
O  -1.09  1.09  -1.47
H  -2.38  -0.88  0.33
H  -1.17  -1.96  1.01
H  -1.15  -1.52  -0.72
H  -0.44  0.35  1.61
H  1.66  -0.83  0.50
H  1.02  -0.39  -1.13
H  2.86  0.85  -0.41
H  -0.11  2.12  0.01

Its structure (SMILES) is C[C@H](C=O)CO. As for the total energy: -307.63935 hartree. Its HOMO energy is -9.43 eV. Its frontier orbital gap is 10.20 eV. The value obtained for the LUMO energy is 0.0280 Eh.

Atom charges from the Mulliken analysis, given in e for atoms 1 to 4: -1.288, 0.256, -0.614, -0.494



No. 3
A molecular structure, C3H15B3FO3Tl at a distorted geometry, computed with wB97M-V/def2-TZVPD.

Positions of all 26 atoms, in Å:
Tl  0.89  1.48  1.36
B  3.47  1.73  2.79
H  2.76  1.33  3.50
H  3.60  1.01  2.00
H  3.08  2.64  2.36
H  4.44  1.89  3.24
B  0.20  2.27  -1.49
H  -0.54  1.66  -1.00
H  1.16  1.82  -1.32
H  -0.10  2.50  -2.50
H  0.18  3.17  -0.90
B  -1.93  0.79  2.30
H  -2.10  1.11  1.29
H  -1.30  -0.08  2.29
H  -1.40  1.60  2.78
H  -2.88  0.50  2.72
C  -1.58  -2.58  -2.75
C  -0.57  -3.35  -2.06
O  -0.56  -2.75  -0.74
C  -0.83  -1.49  -0.92
O  -0.51  -0.65  -0.13
O  -1.19  -1.32  -2.16
F  0.71  -3.24  -2.51
H  -2.55  -2.91  -2.36
H  -1.63  -2.73  -3.83
H  -0.82  -4.41  -1.94

The charge is -1. As for the total energy: -695.56450 hartree. Its HOMO energy (spin up / spin down) is -6.38 / -6.03 eV. Its frontier orbital gap (spin up / spin down) is 8.66 / 4.51 eV. The value obtained for the LUMO energy (spin up / spin down) is 0.0840 / -0.0557 Eh. Its multiplicity is 2.

Atom charges from the Mulliken analysis, given in e for atoms 1 to 4: 0.501, 0.551, -0.268, -0.278



No. 4
2 unconnected molecules or ions with the total composition CH3O2P at a distorted geometry, computed with wB97M-V/def2-TZVPD.

Positions of all 7 atoms, in Å:
C  0.78  -0.14  -0.22
O  1.94  -2.85  -2.59
O  0.46  -1.36  0.31
P  1.10  -3.40  -1.53
H  1.04  0.59  0.56
H  -0.02  0.28  -0.70
H  1.76  0.03  -0.67

As for the total energy: -531.60542 hartree. Its HOMO energy (spin up / spin down) is -10.13 / -7.86 eV. Its frontier orbital gap (spin up / spin down) is 8.80 / 6.28 eV. The value obtained for the LUMO energy (spin up / spin down) is -0.0491 / -0.0578 Eh.

Atom charges from the Mulliken analysis, given in e for atoms 1 to 4: -0.629, -0.307, -0.476, 0.545



No. 5
7 unconnected molecules or ions with the total composition C6H24FO6 at a distorted geometry, computed with wB97M-V/def2-TZVPD.

Positions of all 37 atoms, in Å:
F  -0.84  -0.45  -0.24
C  0.70  -4.66  -2.62
O  0.27  -5.23  -1.37
H  0.13  -5.12  -3.43
H  0.36  -3.63  -2.67
H  1.79  -4.69  -2.75
H  -0.38  -5.89  -1.62
C  -1.37  -0.32  -4.59
O  -2.19  0.10  -3.53
H  -0.29  -0.27  -4.47
H  -1.58  -1.34  -4.91
H  -1.54  0.32  -5.46
H  -1.73  -0.03  -2.70
C  3.77  -0.29  -0.31
O  2.72  -1.26  -0.20
H  4.41  -0.64  0.50
H  4.31  -0.25  -1.26
H  3.36  0.66  0.04
H  1.86  -0.86  -0.37
C  2.54  1.71  3.63
O  1.47  1.03  3.00
H  3.36  1.91  2.94
H  2.16  2.65  4.03
H  2.86  1.08  4.46
H  0.98  1.67  2.48
C  -3.73  0.29  4.52
O  -3.26  -0.25  3.28
H  -3.48  1.35  4.56
H  -4.82  0.22  4.54
H  -3.47  -0.26  5.42
H  -3.71  0.26  2.60
C  -0.68  4.04  -0.74
O  -1.20  3.21  0.30
H  -0.17  4.92  -0.35
H  0.02  3.43  -1.31
H  -1.49  4.27  -1.44
H  -1.15  2.29  0.03

The charge is -1. As for the total energy: -794.19362 hartree. Its HOMO energy is -4.35 eV. Its frontier orbital gap is 7.48 eV. The value obtained for the LUMO energy is 0.1152 Eh.

Atom charges from the Mulliken analysis, given in e for atoms 1 to 4: -0.918, -0.487, -0.481, 0.288



No. 6
6 unconnected molecules or ions with the total composition C26H35F15NO10 at a distorted geometry, computed with wB97M-V/def2-TZVPD.

Positions of all 87 atoms, in Å:
C  6.09  1.00  -2.49
C  5.16  1.80  -2.35
N  4.14  2.60  -2.22
C  3.21  2.52  -3.34
C  2.62  1.11  -3.60
C  2.81  0.71  -5.07
C  1.13  1.06  -3.23
H  6.85  0.26  -2.47
H  2.37  3.18  -3.09
H  3.63  2.91  -4.28
H  3.13  0.35  -3.00
H  2.33  1.46  -5.72
H  3.88  0.73  -5.31
H  2.42  -0.29  -5.29
H  0.87  0.04  -2.92
H  0.48  1.33  -4.07
H  0.97  1.72  -2.36
C  -3.89  -1.33  -0.81
C  -2.68  -2.22  -1.00
O  -2.53  -2.71  -2.35
C  -2.05  -1.78  -3.18
O  -1.82  -0.65  -2.90
C  -1.78  -2.40  -4.57
F  -2.83  -3.13  -4.97
F  -0.70  -3.21  -4.51
F  -1.54  -1.47  -5.47
H  -4.81  -1.85  -1.10
H  -3.96  -1.05  0.24
H  -3.81  -0.43  -1.41
H  -2.77  -3.12  -0.39
H  -1.77  -1.71  -0.71
C  2.42  -3.94  -4.10
C  2.50  -2.87  -3.02
O  3.60  -3.11  -2.11
C  4.81  -2.83  -2.59
O  5.10  -2.45  -3.68
C  5.85  -3.09  -1.47
F  5.66  -4.29  -0.90
F  5.76  -2.16  -0.52
F  7.08  -3.06  -1.97
H  2.35  -4.94  -3.66
H  1.55  -3.76  -4.73
H  3.31  -3.90  -4.72
H  1.61  -2.88  -2.39
H  2.59  -1.88  -3.46
C  3.67  4.53  0.70
C  2.51  4.87  1.61
O  1.24  4.77  0.91
C  0.81  3.53  0.73
O  1.30  2.52  1.13
C  -0.50  3.52  -0.09
F  -0.41  4.28  -1.19
F  -1.53  3.98  0.64
F  -0.75  2.27  -0.44
H  3.66  5.17  -0.19
H  4.61  4.69  1.23
H  3.64  3.50  0.35
H  2.56  5.91  1.94
H  2.48  4.24  2.50
C  -0.72  0.38  2.71
C  -2.16  0.74  2.99
O  -2.44  0.89  4.41
C  -2.04  2.02  4.96
O  -1.48  2.94  4.45
C  -2.45  2.02  6.46
F  -2.09  0.88  7.06
F  -3.78  2.15  6.57
F  -1.88  3.03  7.10
H  -0.44  -0.52  3.26
H  -0.58  0.22  1.65
H  -0.04  1.18  3.01
H  -2.82  -0.07  2.68
H  -2.46  1.64  2.47
C  -4.16  -0.31  5.79
C  -5.39  -1.20  5.70
O  -5.54  -1.76  4.37
C  -4.73  -2.77  4.08
O  -3.92  -3.28  4.79
C  -5.00  -3.24  2.63
F  -5.02  -2.20  1.79
F  -6.18  -3.88  2.55
F  -4.05  -4.08  2.24
H  -4.20  0.47  5.03
H  -4.12  0.15  6.78
H  -3.25  -0.88  5.64
H  -6.30  -0.62  5.85
H  -5.37  -2.00  6.43

The charge is -1. As for the total energy: -3316.87666 hartree. Its HOMO energy is -2.19 eV. Its frontier orbital gap is 3.96 eV. The value obtained for the LUMO energy is 0.0653 Eh.

Atom charges from the Mulliken analysis, given in e for atoms 1 to 4: -0.778, 0.137, -0.505, -1.317



No. 7
2 unconnected molecules or ions with the total composition C5H10O4P at a distorted geometry, computed with wB97M-V/def2-TZVPD.

Positions of all 20 atoms, in Å:
C  -0.63  -2.19  -0.49
C  -0.22  0.15  -1.14
C  -0.83  -0.44  1.21
C  4.11  1.80  0.46
C  -1.07  -0.78  -0.26
O  4.39  -2.05  0.66
O  -1.33  -3.08  -0.90
O  2.30  -0.67  0.51
O  4.66  0.67  0.34
P  3.69  -0.92  0.01
H  -0.54  1.18  -1.01
H  -0.30  -0.13  -2.19
H  0.82  0.06  -0.82
H  -1.13  0.58  1.42
H  0.23  -0.54  1.42
H  -1.39  -1.11  1.86
H  3.31  1.98  1.16
H  0.44  -2.35  -0.25
H  4.34  2.58  -0.26
H  -2.13  -0.68  -0.51

The charge is -1. As for the total energy: -838.86618 hartree. Its HOMO energy (spin up / spin down) is -3.21 / -3.78 eV. Its frontier orbital gap (spin up / spin down) is 6.35 / 7.42 eV. The value obtained for the LUMO energy (spin up / spin down) is 0.1152 / 0.1337 Eh.

Atom charges from the Mulliken analysis, given in e for atoms 1 to 4: -0.088, -1.064, -1.227, -0.380



No. 8
A molecular structure, C50H47N6O3PSV at a distorted geometry, computed with wB97M-V/def2-TZVPD.

Positions of all 109 atoms, in Å:
V  1.19  -0.04  -0.45
C  1.79  2.96  0.38
N  2.38  1.62  0.33
C  3.62  1.71  -0.48
C  2.69  1.10  1.66
C  3.69  1.64  2.45
C  4.09  1.02  3.61
C  3.55  -0.21  3.94
C  2.53  -0.75  3.18
C  2.00  -0.06  2.08
N  0.95  -0.49  1.28
C  -0.03  -1.36  1.75
C  -0.32  -1.60  3.11
C  -1.26  -2.52  3.51
C  -2.00  -3.22  2.57
C  -1.79  -2.95  1.23
C  -0.82  -2.04  0.81
N  -0.64  -1.76  -0.62
C  -0.56  -3.01  -1.39
C  -1.83  -1.03  -1.11
H  2.42  3.65  0.95
H  0.81  2.92  0.85
H  1.68  3.35  -0.63
H  4.22  2.58  -0.17
H  3.36  1.82  -1.53
H  4.22  0.81  -0.37
H  4.19  2.55  2.13
H  4.86  1.47  4.23
H  3.94  -0.77  4.78
H  2.17  -1.74  3.41
H  0.22  -1.05  3.86
H  -1.43  -2.68  4.57
H  -2.73  -3.96  2.87
H  -2.39  -3.48  0.51
H  -1.46  -3.62  -1.28
H  0.29  -3.61  -1.07
H  -0.44  -2.79  -2.44
H  -2.75  -1.59  -0.91
H  -1.75  -0.89  -2.18
H  -1.90  -0.06  -0.62
O  1.00  0.89  -2.15
N  0.07  1.23  -1.24
C  -0.66  2.20  -1.68
C  -1.83  3.00  -1.26
C  -2.26  3.82  -2.32
C  -3.31  4.70  -2.21
C  -4.02  4.77  -1.02
C  -3.64  3.96  0.03
C  -2.55  3.09  -0.04
P  -2.14  2.15  1.48
C  -3.84  1.79  2.07
C  -4.64  0.98  1.27
C  -5.91  0.62  1.66
C  -6.42  1.07  2.87
C  -5.64  1.88  3.68
C  -4.36  2.24  3.29
C  -1.64  3.54  2.59
C  -1.28  3.19  3.90
C  -0.71  4.12  4.75
C  -0.48  5.41  4.31
C  -0.84  5.77  3.02
C  -1.43  4.85  2.17
H  0.60  -0.24  -3.32
H  -0.34  2.50  -2.68
H  -1.72  3.76  -3.26
H  -3.59  5.32  -3.05
H  -4.84  5.45  -0.91
H  -4.20  4.01  0.96
H  -4.26  0.65  0.30
H  -6.52  -0.01  1.02
H  -7.41  0.78  3.19
H  -6.03  2.25  4.62
H  -3.77  2.90  3.92
H  -1.47  2.19  4.25
H  -0.45  3.83  5.76
H  -0.01  6.13  4.96
H  -0.67  6.78  2.67
H  -1.71  5.16  1.17
O  4.53  -1.43  -2.10
S  3.33  -1.85  -1.44
O  2.96  -1.08  -0.24
N  2.04  -1.74  -2.35
C  1.93  -2.40  -3.53
C  2.67  -3.50  -3.96
C  2.34  -4.20  -5.13
C  1.27  -3.84  -5.91
C  0.52  -2.70  -5.57
C  -0.58  -2.23  -6.31
C  -1.22  -1.08  -5.96
C  -0.77  -0.35  -4.86
N  0.24  -0.80  -4.13
C  0.89  -1.96  -4.41
C  3.60  -3.48  -0.75
C  2.65  -3.98  0.13
C  2.88  -5.18  0.76
C  4.08  -5.85  0.55
C  5.04  -5.33  -0.31
C  4.79  -4.13  -0.98
H  3.50  -3.83  -3.36
H  2.94  -5.05  -5.41
H  1.00  -4.41  -6.79
H  -0.89  -2.79  -7.19
H  -2.07  -0.71  -6.52
H  -1.21  0.58  -4.56
H  1.75  -3.40  0.33
H  2.14  -5.59  1.44
H  4.28  -6.78  1.07
H  5.98  -5.84  -0.45
H  5.52  -3.69  -1.64

The charge is +1. As for the total energy: -4171.13998 hartree. Its HOMO energy (spin up / spin down) is -9.68 / -9.67 eV. Its frontier orbital gap (spin up / spin down) is 6.37 / 6.37 eV. The value obtained for the LUMO energy (spin up / spin down) is -0.1214 / -0.1215 Eh. Its multiplicity is 3.

Atom charges from the Mulliken analysis, given in e for atoms 1 to 4: 0.311, -1.619, 1.969, -1.345



No. 9
C4H8N2O2 in the gas phase at a distorted geometry, computed with wB97M-V/def2-TZVPD.

Positions of all 16 atoms, in Å:
O  -1.72  -0.39  -2.57
C  -1.10  0.41  -1.93
C  0.05  0.16  -0.99
C  -0.56  0.44  0.48
C  0.25  -0.30  1.52
N  1.28  0.41  2.08
O  -0.14  -1.38  1.88
N  0.37  -1.24  -1.08
H  -1.39  1.47  -2.00
H  0.96  0.75  -1.13
H  -0.61  1.54  0.51
H  -1.60  0.14  0.56
H  1.74  0.16  2.94
H  1.44  1.36  1.77
H  1.31  -1.57  -1.12
H  -0.30  -1.97  -0.91

Its structure (SMILES) is NC(=O)C[C@@H](N)C=O. As for the total energy: -417.19214 hartree. Its HOMO energy is -8.77 eV. Its frontier orbital gap is 9.40 eV. The value obtained for the LUMO energy is 0.0231 Eh.

Atom charges from the Mulliken analysis, given in e for atoms 1 to 4: -0.431, -0.174, 0.163, -0.849



No. 10
C6H15N in the gas phase at a distorted geometry, computed with wB97M-V/def2-TZVPD.

Positions of all 22 atoms, in Å:
C  0.70  0.10  0.05
C  -1.59  -1.10  -0.19
C  0.67  0.14  1.58
C  2.38  -0.34  -0.39
C  0.44  1.47  -0.56
C  -2.51  0.07  -0.43
N  0.03  -0.94  -0.61
H  0.44  -1.84  -0.36
H  -1.70  -1.47  0.83
H  -1.89  -1.93  -0.84
H  -0.44  1.96  -0.14
H  1.50  0.74  1.96
H  0.76  -0.87  2.00
H  -0.26  0.57  1.95
H  2.49  -0.39  -1.47
H  3.02  0.46  0.00
H  2.66  -1.29  0.08
H  1.26  2.16  -0.33
H  0.35  1.41  -1.65
H  -3.55  -0.25  -0.41
H  -2.40  0.84  0.34
H  -2.33  0.52  -1.42

Its structure (SMILES) is CCNC(C)(C)C. As for the total energy: -292.31201 hartree. Its HOMO energy is -8.78 eV. Its frontier orbital gap is 9.77 eV. The value obtained for the LUMO energy is 0.0364 Eh.

Atom charges from the Mulliken analysis, given in e for atoms 1 to 4: 1.322, -0.360, -1.612, -1.421



No. 11
C6H10O in the gas phase, computed with wB97M-V/def2-TZVPD.

Positions of all 17 atoms, in Å:
C  -0.45  -2.63  -0.19
C  -0.71  -1.17  -0.47
C  0.49  2.34  1.54
C  -0.25  1.65  0.67
C  0.22  1.20  -0.68
C  0.51  -0.30  -0.72
O  -1.83  -0.72  -0.50
H  0.22  -3.07  -0.94
H  -1.39  -3.18  -0.16
H  0.05  -2.73  0.78
H  1.50  2.66  1.30
H  0.11  2.61  2.52
H  -1.26  1.34  0.94
H  1.13  1.74  -0.96
H  -0.54  1.42  -1.44
H  0.92  -0.60  -1.70
H  1.29  -0.56  0.01

Its structure (SMILES) is C=CCCC(C)=O. As for the total energy: -309.83491 hartree. Its HOMO energy is -9.60 eV. Its frontier orbital gap is 10.56 eV. The value obtained for the LUMO energy is 0.0353 Eh.

Atom charges from the Mulliken analysis, given in e for atoms 1 to 4: -1.245, 0.850, -0.765, -0.062



No. 12
16 unconnected molecules or ions with the total composition C5H41NO15 at a distorted geometry, computed with wB97M-V/def2-TZVPD.

Positions of all 62 atoms, in Å:
C  0.62  -2.91  1.40
N  -0.44  -0.58  0.04
C  -0.86  -1.90  -0.33
C  -0.41  -3.00  0.32
C  -0.89  -4.36  -0.01
C  -1.90  -1.95  -1.40
H  0.20  -2.50  2.36
H  1.44  -2.24  1.12
H  1.07  -3.88  1.62
H  0.43  -0.55  0.52
H  -0.48  0.09  -0.75
H  -1.80  -4.45  -0.60
H  -1.15  -4.99  0.83
H  -0.12  -4.92  -0.55
H  -2.17  -0.96  -1.73
H  -1.51  -2.47  -2.30
H  -2.79  -2.48  -1.05
H  0.12  -0.78  4.13
H  1.14  -0.03  5.04
O  1.06  -0.54  4.23
H  -2.87  -1.68  1.60
H  -1.88  -2.85  1.43
O  -2.63  -2.53  2.01
H  -0.02  5.11  0.29
H  0.63  3.72  0.59
O  -0.26  4.17  0.34
H  -1.90  -1.87  3.35
H  -2.09  -1.27  4.78
O  -1.59  -1.12  3.96
H  4.01  0.38  -3.34
H  4.02  -0.59  -2.14
O  4.29  0.33  -2.42
H  0.81  3.10  -4.59
H  0.23  2.61  -3.23
O  0.96  2.47  -3.89
H  3.11  1.33  -1.78
H  1.99  2.29  -2.37
O  2.24  1.79  -1.58
H  -3.20  1.39  -0.77
H  -3.39  2.83  -0.55
O  -3.36  2.19  -1.29
H  3.19  0.55  2.28
H  1.75  0.28  2.88
O  2.27  0.62  2.10
H  2.40  -1.96  -1.40
H  2.49  -1.83  -2.92
O  3.04  -2.03  -2.13
H  -2.19  -0.08  2.71
H  -1.75  0.12  1.21
O  -2.52  0.11  1.81
H  1.66  0.25  -2.64
H  1.49  0.60  -4.12
O  1.82  -0.09  -3.53
H  2.20  2.62  -0.09
H  2.09  2.24  1.40
O  2.04  3.02  0.80
H  -2.65  2.66  1.44
H  -1.85  3.81  0.95
O  -2.77  3.57  1.15
H  -0.64  3.45  -1.22
H  -1.83  2.68  -1.96
O  -0.90  2.98  -2.04

As for the total energy: -1398.53390 hartree. Its HOMO energy is -8.69 eV. Its frontier orbital gap is 8.83 eV. The value obtained for the LUMO energy is 0.0053 Eh.

Atom charges from the Mulliken analysis, given in e for atoms 1 to 4: -1.071, -0.113, 0.291, 1.246